# 1
Below is C43H55BN9O4V as an isolated structure in a non-equilibrium geometry, with properties calculated with ωB97M-V/def2-TZVPD.

XYZ file:
```
113
Properties=species:S:1:pos:R:3:forces:R:3
V 1.175 1.054 -0.249 -0.47 -1.34 1.02
C -0.053 1.637 5.021 -0.03 -0.03 -0.01
C -0.305 0.234 4.455 0.08 0.06 -0.02
C -1.370 0.278 3.371 -0.05 -0.01 0.00
C 0.999 -0.366 3.997 0.12 0.10 -0.07
C 1.964 -0.921 4.863 -0.07 -0.12 0.03
C 3.011 -1.252 4.042 0.07 -0.03 0.05
N 2.681 -0.908 2.781 0.06 0.23 -0.01
N 1.449 -0.354 2.743 0.15 0.54 0.77
B 3.664 -0.980 1.597 0.15 0.09 -0.21
N 3.320 -2.014 0.505 0.07 -0.03 0.12
C 3.751 -3.291 0.523 -0.03 0.00 -0.07
C 3.317 -3.898 -0.634 -0.14 -0.02 0.08
C 2.601 -2.889 -1.313 0.05 -0.06 -0.09
N 2.617 -1.758 -0.618 -0.06 0.00 0.09
C 1.986 -3.009 -2.681 0.10 0.12 -0.06
C 2.669 -2.044 -3.657 -0.01 0.05 0.01
C 0.472 -2.802 -2.688 -0.03 0.01 0.12
N 4.003 0.405 0.956 -0.04 0.02 0.00
C 5.231 0.907 1.162 -0.01 0.02 0.02
C 5.432 1.970 0.323 0.03 -0.06 -0.03
C 4.246 2.056 -0.418 -0.10 0.04 -0.01
N 3.359 1.134 -0.018 0.75 -0.19 0.31
C 4.074 3.010 -1.563 0.10 0.03 0.02
C 5.086 2.686 -2.667 0.00 0.00 -0.03
C 4.230 4.462 -1.101 0.01 -0.01 -0.01
H -0.975 2.053 5.439 0.02 -0.01 -0.01
H 0.296 2.300 4.227 0.03 0.02 -0.03
H 0.704 1.614 5.808 -0.02 0.01 -0.04
H -0.669 -0.404 5.269 0.01 0.03 0.04
H -0.968 0.750 2.479 0.03 0.09 -0.16
H -2.233 0.858 3.713 0.01 -0.04 0.00
H -1.710 -0.727 3.111 0.01 -0.02 -0.09
H 1.891 -1.053 5.931 0.00 -0.01 -0.04
H 3.972 -1.693 4.257 -0.04 0.02 -0.02
H 4.693 -1.368 2.098 -0.03 0.01 0.01
H 4.349 -3.659 1.342 0.00 0.03 -0.02
H 3.495 -4.911 -0.961 0.00 0.04 0.01
H 2.188 -4.036 -3.003 0.02 -0.03 -0.05
H 2.449 -1.015 -3.367 0.03 -0.15 -0.05
H 2.300 -2.199 -4.674 0.00 0.01 0.02
H 3.752 -2.185 -3.651 0.01 -0.04 0.00
H 0.224 -1.831 -2.260 0.02 0.02 -0.03
H -0.033 -3.583 -2.114 0.02 0.05 0.02
H 0.091 -2.827 -3.713 0.00 -0.01 0.02
H 5.889 0.447 1.878 -0.03 0.01 0.00
H 6.315 2.579 0.226 -0.03 -0.02 0.00
H 3.095 2.876 -1.996 -0.14 -0.02 0.02
H 6.110 2.843 -2.316 -0.02 -0.01 0.00
H 4.920 3.331 -3.534 0.01 -0.01 0.02
H 4.991 1.648 -2.989 -0.01 0.01 0.00
H 5.269 4.656 -0.819 -0.02 0.01 0.01
H 3.606 4.682 -0.233 -0.03 -0.01 -0.02
H 3.962 5.153 -1.904 0.02 -0.02 0.01
O 0.912 4.748 1.610 0.00 -0.01 -0.05
C 0.966 3.737 0.914 0.00 -0.15 0.12
O 1.081 2.518 1.271 -0.21 0.28 0.33
C 0.873 3.890 -0.601 0.00 -0.16 -0.02
C 0.675 5.072 -1.289 -0.01 0.09 -0.01
C 0.580 5.028 -2.675 0.01 -0.04 -0.01
C 0.672 3.804 -3.334 -0.08 0.06 -0.07
C 0.855 2.663 -2.581 0.12 -0.09 0.12
N 0.969 2.725 -1.248 -0.06 1.34 -0.79
C 1.015 1.242 -3.118 -0.09 0.02 0.17
O 0.980 1.055 -4.329 -0.03 0.00 -0.02
O 1.181 0.390 -2.179 -0.11 -0.09 -0.87
H 0.605 5.991 -0.723 0.01 -0.01 -0.01
H 0.436 5.941 -3.241 0.00 -0.01 0.00
H 0.611 3.707 -4.409 -0.02 0.01 0.02
C -5.957 2.627 0.892 -0.01 0.01 0.00
C -5.755 1.804 -0.389 0.01 0.00 0.00
C -6.324 2.577 -1.587 0.00 -0.02 -0.02
C -6.518 0.485 -0.255 0.00 -0.02 0.00
C -4.259 1.579 -0.570 0.02 -0.05 0.04
C -3.421 2.613 -0.974 0.02 0.03 -0.01
C -2.056 2.407 -1.023 -0.05 -0.03 -0.03
N -1.464 1.252 -0.715 0.18 0.37 -0.01
C -2.258 0.246 -0.376 0.11 -0.28 0.13
C -3.640 0.374 -0.274 -0.07 -0.02 -0.03
C -1.582 -1.026 0.005 -0.18 0.11 -0.04
C -2.251 -2.244 -0.060 -0.04 0.03 0.04
C -1.662 -3.389 0.463 0.00 -0.01 -0.01
C -0.411 -3.224 1.043 -0.04 -0.03 -0.07
C 0.207 -1.985 1.012 0.17 -0.37 -0.20
N -0.346 -0.900 0.476 0.24 -0.03 0.04
C -2.323 -4.760 0.360 -0.01 0.00 -0.01
C -2.054 -5.589 1.621 0.00 0.01 0.02
C -1.725 -5.483 -0.855 -0.01 -0.02 0.01
C -3.839 -4.646 0.176 0.00 0.00 -0.01
H -7.021 2.819 1.054 0.02 0.00 0.00
H -5.439 3.586 0.825 -0.01 -0.01 0.00
H -5.563 2.095 1.760 -0.01 0.01 -0.02
H -7.410 2.647 -1.498 0.01 0.02 0.01
H -6.088 2.073 -2.527 -0.02 0.00 0.02
H -5.931 3.593 -1.639 0.01 -0.02 -0.01
H -7.590 0.689 -0.200 0.01 -0.01 0.01
H -6.240 -0.054 0.652 0.00 0.01 -0.02
H -6.340 -0.168 -1.112 -0.01 0.01 0.01
H -3.806 3.591 -1.233 0.00 -0.01 0.03
H -1.415 3.223 -1.322 0.07 0.03 0.01
H -4.213 -0.468 0.083 0.00 -0.02 -0.03
H -3.223 -2.284 -0.528 -0.02 0.02 0.03
H 0.122 -4.049 1.496 0.01 0.02 -0.02
H 1.185 -1.859 1.452 -0.48 -0.32 -0.39
H -0.996 -5.821 1.741 -0.02 0.01 0.00
H -2.593 -6.538 1.557 0.01 0.00 0.00
H -2.391 -5.063 2.518 0.00 -0.01 -0.02
H -0.645 -5.598 -0.747 -0.01 0.00 0.00
H -1.910 -4.921 -1.773 -0.01 -0.02 0.02
H -2.171 -6.476 -0.961 0.00 0.01 0.00
H -4.294 -4.058 0.976 0.01 -0.02 -0.01
H -4.284 -5.644 0.190 0.00 0.01 0.00
H -4.101 -4.187 -0.780 0.01 -0.01 0.02
```
Positions in Å, forces in eV/Å.

Computed properties:
LUMO level (alpha / beta) ... 2.09 / 2.09 eV
Charge ... -1
HOMO level (alpha / beta) ... -3.915 / -5.822 eV
Energy relative to the best compared isomer or geometry (same formula, charge and spin) ... 80.3 kJ/mol
Multiplicity ... 4
Expectation value of S² ... 3.7618

Löwdin atomic charge list, values in e, 99 entries: 0.87 -0.06 -0.37 -0.07 -0.28 -0.03 -0.09 -0.04 0.11 -0.52 -0.05 -0.09 -0.03 -0.29 0.14 -0.36 -0.06 -0.05 0.01 -0.08 -0.02 -0.26 0.08 -0.36 -0.06 -0.05 0.07 0.08 0.07 0.13 0.06 0.07 0.07 0.09 0.11 0.11 0.11 0.09 0.12 0.05 0.08 0.07 0.06 0.05 0.08 0.11 0.10 0.10 0.07 0.08 0.09 0.07 0.08 0.08 0.02 -0.61 -0.11 -0.19 -0.01 -0.05 0.00 -0.19 0.00 -0.59 0.03 -0.14 0.12 0.10 0.12 -0.04 -0.56 -0.05 -0.07 -0.16 0.01 -0.07 0.14 -0.18 0.05 -0.21 0.03 -0.16 0.02 -0.11 0.12 -0.55 -0.06 -0.05 -0.06 0.08 0.09 0.09 0.08 0.09 0.07 0.08 0.08 0.09 0.11

# 2
Below is C43H56BBrCoF2N8 as an isolated structure in a non-equilibrium geometry, with properties calculated with ωB97M-V/def2-TZVPD.

XYZ file:
```
112
Properties=species:S:1:pos:R:3:forces:R:3
Co 0.076 -0.298 0.048 -0.80 -0.62 -0.51
C -1.232 0.884 -3.236 -0.02 -0.04 -0.02
C -1.032 2.178 -2.448 -0.05 0.03 0.01
C 0.442 2.565 -2.441 0.04 0.00 0.01
C -1.666 2.043 -1.089 0.05 -0.09 -0.12
C -2.718 2.800 -0.560 -0.01 -0.03 -0.03
C -3.066 2.179 0.626 -0.05 -0.01 0.03
C -4.054 2.601 1.672 0.00 -0.01 -0.01
C -3.303 3.261 2.834 0.01 0.02 0.00
C -5.104 3.546 1.099 -0.01 -0.01 0.01
N -2.254 1.112 0.779 -0.05 0.12 0.03
N -1.390 1.044 -0.258 0.47 0.23 0.24
B -2.396 -0.133 1.696 -0.02 -0.10 0.08
N -1.217 -0.200 2.693 0.07 -0.02 -0.11
N 0.044 -0.210 2.163 0.16 0.10 0.18
C 0.902 -0.167 3.192 -0.03 -0.07 -0.07
C 0.173 -0.128 4.384 -0.02 0.03 0.02
C -1.162 -0.167 4.041 -0.03 0.08 0.01
C -2.257 -0.294 5.080 0.02 -0.01 -0.01
C -3.687 0.122 4.753 -0.03 0.02 0.02
C -2.258 -1.734 5.611 -0.02 -0.01 -0.04
C 2.418 -0.298 3.243 -0.01 0.04 0.03
C 2.811 -1.772 3.402 0.00 0.01 0.04
C 3.290 0.473 2.243 0.02 -0.05 -0.02
N -2.413 -1.377 0.767 -0.05 0.11 -0.12
N -1.436 -1.561 -0.163 0.08 0.08 0.23
C -1.766 -2.609 -0.906 0.00 -0.05 -0.09
C -2.992 -3.121 -0.456 0.03 0.01 0.03
C -3.373 -2.311 0.595 0.01 -0.01 0.07
C -4.627 -2.353 1.418 0.00 0.01 0.01
C -5.661 -1.368 0.864 0.00 -0.01 0.01
C -5.202 -3.766 1.477 -0.01 0.00 -0.01
C -0.943 -3.096 -2.062 -0.01 0.06 -0.07
C -0.531 -4.556 -1.880 -0.08 -0.09 0.00
C -1.727 -2.933 -3.368 0.03 -0.01 0.00
H -0.841 0.984 -4.250 0.00 0.00 -0.01
H -2.286 0.613 -3.293 -0.01 -0.01 0.00
H -0.704 0.057 -2.752 0.01 -0.01 0.00
H -1.590 2.975 -2.949 0.02 0.00 0.00
H 1.055 1.756 -2.038 0.03 -0.01 0.05
H 0.630 3.460 -1.848 0.01 0.02 0.02
H 0.777 2.752 -3.462 0.01 0.00 -0.01
H -3.173 3.668 -1.003 -0.01 0.02 -0.01
H -4.559 1.708 2.050 0.01 0.00 0.00
H -2.808 4.170 2.487 0.00 0.01 0.00
H -2.538 2.598 3.243 0.01 0.00 -0.01
H -3.990 3.535 3.637 -0.01 0.00 0.01
H -4.648 4.481 0.767 0.01 0.01 -0.01
H -5.845 3.792 1.860 0.00 0.01 0.01
H -5.622 3.100 0.249 -0.01 -0.01 -0.01
H -3.423 -0.059 2.278 0.02 -0.02 -0.03
H 0.578 -0.101 5.382 0.01 0.00 0.02
H -1.920 0.359 5.891 0.00 -0.05 0.02
H -4.164 -0.571 4.062 -0.01 -0.01 0.03
H -3.753 1.124 4.333 0.02 -0.02 -0.01
H -4.264 0.106 5.679 0.00 0.02 0.01
H -2.528 -2.428 4.811 -0.01 -0.01 -0.01
H -2.988 -1.843 6.415 -0.01 -0.01 0.02
H -1.279 -2.025 5.989 0.02 0.01 -0.01
H 2.663 0.169 4.203 -0.01 -0.02 -0.01
H 2.543 -2.373 2.540 -0.06 -0.07 -0.13
H 2.306 -2.203 4.268 0.00 0.00 0.01
H 3.888 -1.858 3.559 0.01 0.00 0.00
H 2.009 0.001 0.652 0.14 0.40 0.21
H 4.337 0.279 2.502 0.00 0.00 -0.01
H 3.131 1.538 2.423 -0.02 0.00 -0.01
H -3.522 -3.972 -0.846 -0.01 -0.01 -0.01
H -4.372 -2.046 2.434 0.02 -0.02 0.00
H -5.956 -1.663 -0.145 0.00 0.00 -0.01
H -5.257 -0.357 0.812 0.02 0.03 0.00
H -6.554 -1.352 1.491 -0.01 -0.01 0.01
H -5.560 -4.082 0.496 0.01 -0.01 -0.01
H -6.048 -3.800 2.164 -0.02 0.00 0.00
H -4.456 -4.486 1.813 0.01 0.00 0.02
H -0.039 -2.483 -2.098 -0.05 -0.04 -0.04
H -1.412 -5.201 -1.850 -0.05 -0.02 -0.04
H 0.034 -4.701 -0.960 -0.17 -0.02 -0.20
H 0.091 -4.878 -2.716 0.02 0.00 -0.01
H -2.634 -3.541 -3.345 -0.01 -0.02 0.00
H -1.123 -3.265 -4.213 0.01 0.00 0.00
H -2.024 -1.900 -3.541 -0.01 0.07 0.01
F 5.727 -1.915 -0.718 -0.02 0.03 0.02
C 4.929 -0.844 -0.583 0.08 -0.05 -0.01
C 3.665 -1.080 0.154 -0.07 -0.08 -0.03
C 3.076 0.206 0.750 -0.13 -0.12 -0.06
C 3.375 1.453 -0.051 -0.01 -0.03 -0.01
C 4.394 1.447 -0.911 0.06 0.00 0.01
F 4.702 2.540 -1.647 0.00 -0.04 0.00
C 5.273 0.315 -1.139 -0.08 0.00 0.04
C 2.515 2.613 0.248 -0.05 -0.05 -0.09
C 2.962 3.934 0.227 0.00 -0.02 -0.01
C 2.101 4.934 0.640 -0.01 0.03 -0.01
C 0.825 4.597 1.069 -0.02 0.02 -0.02
C 0.456 3.263 1.031 0.03 -0.04 -0.01
N 1.270 2.297 0.618 0.00 -0.06 0.07
H 3.850 -1.834 0.921 -0.03 0.04 0.04
H 6.176 0.435 -1.718 0.01 0.01 -0.01
H 3.970 4.159 -0.087 0.01 0.01 0.01
H 2.428 5.966 0.642 0.00 0.00 0.00
H 0.129 5.345 1.420 0.00 0.01 0.00
H -0.532 2.951 1.348 -0.05 -0.02 -0.01
Br 3.265 -5.823 -1.300 0.00 -0.02 0.00
C 2.660 -4.121 -0.707 -0.03 -0.04 0.11
C 1.760 -4.092 0.410 0.26 0.18 0.09
C 1.057 -2.931 0.565 0.20 0.04 0.11
N 1.287 -1.797 -0.122 0.25 0.17 0.15
C 2.568 -1.694 -0.818 0.01 -0.02 -0.04
C 2.988 -3.019 -1.387 0.00 0.08 -0.04
H 1.510 -4.981 0.965 0.02 -0.01 0.02
H 0.215 -2.903 1.249 0.01 0.01 0.03
H 2.464 -0.970 -1.638 0.00 0.05 0.05
H 3.604 -3.052 -2.274 -0.03 -0.01 -0.04
```
Positions in Å, forces in eV/Å.

Computed properties:
LUMO level (alpha / beta) ... 0.30 / 0.41 eV
Charge ... 0
HOMO level (alpha / beta) ... -6.636 / -6.628 eV
Multiplicity ... 2
Expectation value of S² ... 0.8474

Löwdin atomic charge list, values in e, 99 entries: 0.63 -0.06 -0.35 -0.05 -0.25 0.05 -0.21 -0.36 -0.06 -0.07 0.06 0.05 -0.48 0.07 0.09 -0.21 0.01 -0.19 -0.34 -0.06 -0.06 -0.28 -0.04 -0.09 0.08 0.05 -0.24 0.05 -0.19 -0.36 -0.04 -0.07 -0.36 -0.05 -0.05 0.09 0.09 0.06 0.14 0.07 0.07 0.09 0.11 0.12 0.08 0.07 0.08 0.08 0.08 0.08 0.09 0.12 0.14 0.06 0.05 0.09 0.09 0.08 0.08 0.13 0.05 0.08 0.09 0.07 0.13 0.12 0.11 0.11 0.09 0.06 0.08 0.08 0.08 0.09 0.11 0.08 0.05 0.08 0.08 0.08 0.06 0.09 -0.23 -0.12 -0.22 -0.07 -0.20 0.07 0.08 -0.24 0.00 -0.06 -0.05 -0.12 0.12 0.15 0.13 0.11 0.11

Question: The lowest multiplicity belongs to which entry?
Answer: C43H56BBrCoF2N8